(1)
25
Properties=species:S:1:pos:R:3:forces:R:3:lowdin_charge:R:1 method="wB97M-V/def2-TZVPD" energy_ha=-603.7672 charge=0 multiplicity=1 e_lumo_ev=0.9911 smiles="C[Si](C)(C)C1=CC1.C=C" homo_lumo_gap_ev=10.0164 relative_energy_kj_mol=408.3 largest_force_ev_per_a=4.07
C 0.58552 -0.74981 -1.58222 -1.3 3.0 0.9 -0.15
Si 0.92754 -0.01857 0.20738 1.9 -1.1 -2.6 0.53
C 0.27312 -1.06280 1.50774 -1.9 -3.5 -0.7 -0.19
C 2.85961 -0.02969 0.52540 -2.7 1.1 1.3 -0.16
C 0.27510 1.66970 0.28900 0.2 2.9 -1.4 -0.21
C -0.00561 2.91947 -0.12002 -0.2 -2.8 -0.5 -0.03
C 0.00305 2.73652 1.31751 -1.0 -0.6 0.5 -0.18
H -0.42178 -1.08607 -1.73373 -0.4 -0.5 0.5 -0.03
H 0.59946 0.04006 -2.35400 0.4 0.3 0.4 0.04
H 1.22050 -1.44656 -1.97536 1.9 -2.1 -0.5 -0.02
H -0.67362 -1.65142 1.21934 0.8 1.5 0.4 0.04
H 0.89088 -1.97438 1.67818 0.3 1.0 0.3 0.05
H 0.10418 -0.47821 2.36806 -0.2 0.3 1.4 0.02
H 3.03123 0.63420 1.39895 0.1 -1.0 0.2 0.04
H 3.22751 -1.04191 0.56332 0.4 0.0 0.2 0.02
H 3.24216 0.58317 -0.21652 1.2 0.6 -2.0 -0.02
H -0.25891 3.56560 -0.94694 0.2 -0.1 0.1 0.09
H 0.78468 3.17608 1.85347 1.2 0.5 1.1 0.06
H -0.89453 2.51672 1.86547 -0.5 0.6 0.5 0.08
C -2.59617 -1.80202 -0.78860 -0.5 -2.7 2.7 -0.13
C -2.69038 -0.52688 -0.92393 -1.3 3.1 1.4 -0.12
H -2.37712 -2.53448 -1.51909 0.4 -0.4 -0.9 0.04
H -2.77994 -2.23873 0.25852 0.2 0.6 -1.7 0.08
H -2.56970 0.07772 -1.81876 0.1 -0.3 0.0 0.06
H -3.04222 0.01506 0.01077 0.7 -0.3 -1.4 0.08



(2)
28
Properties=species:S:1:pos:R:3:forces:R:3:lowdin_charge:R:1 method="wB97M-V/def2-TZVPD" energy_ha=-1136.2515 charge=0 multiplicity=1 e_lumo_ev=0.5171 smiles=CCC[C@@H](C)CB1SCCS1 homo_lumo_gap_ev=9.3526 relative_energy_kj_mol=0.0 largest_force_ev_per_a=3.79
C -2.31984 -2.69254 2.66828 2.2 0.3 1.1 -0.11
C -1.83289 -2.17888 1.34072 0.0 1.6 2.1 -0.28
C -1.07617 -0.87266 1.58374 -1.3 1.3 2.5 -0.21
C -0.58034 -0.23312 0.29941 -0.3 -0.6 -1.1 -0.46
C -1.78330 0.19567 -0.51552 -3.4 0.2 -1.6 -0.10
C 0.38210 0.91214 0.48198 1.3 1.5 0.0 -0.20
B 1.43870 1.26109 -0.77376 -2.1 1.0 0.8 -1.03
S 1.32745 2.81255 -1.66008 0.6 0.7 -0.5 0.88
C 2.73559 2.62542 -2.86470 -0.5 -3.2 0.3 -0.47
C 3.65754 1.39155 -2.37291 0.6 3.2 1.2 -0.52
S 2.72585 0.22671 -1.35013 0.9 -1.2 -0.3 0.91
H -3.04196 -3.46563 2.63481 -0.2 -1.3 -0.1 0.05
H -1.38912 -2.89578 3.31425 -1.6 -0.3 -0.8 0.11
H -2.81529 -1.89843 3.17415 -0.5 0.9 0.5 0.05
H -1.19175 -2.84710 0.88972 1.3 -1.7 -1.3 0.09
H -2.65872 -1.95497 0.72562 -0.9 -0.1 -0.9 0.07
H -1.84747 -0.23023 2.24710 1.4 -0.6 -2.0 0.16
H -0.29619 -0.93536 2.38554 0.0 -0.5 -1.0 0.12
H -0.06745 -1.06316 -0.29384 -0.4 0.9 0.7 0.16
H -2.38033 1.09517 -0.12799 1.4 -0.8 -0.2 0.10
H -1.66356 0.39309 -1.65002 0.3 -0.4 1.9 0.11
H -2.64093 -0.58361 -0.43747 1.6 1.0 -0.5 0.08
H 1.13849 0.54822 1.16375 0.3 -0.1 0.8 0.07
H -0.11704 1.81580 1.03688 0.9 -1.4 -1.4 0.14
H 3.31901 3.49482 -3.04228 0.3 0.9 0.3 0.05
H 2.34329 2.27990 -3.84977 -0.1 0.5 0.7 0.08
H 4.08659 1.00711 -3.27084 0.2 -0.9 -0.4 0.05
H 4.54775 1.79221 -1.73662 -1.6 -0.7 -1.0 0.10



(3)
44
Properties=species:S:1:pos:R:3:forces:R:3:lowdin_charge:R:1 method="wB97M-V/def2-TZVPD" energy_ha=-32564.3495 charge=0 multiplicity=1 e_lumo_ev=-0.4196 homo_lumo_gap_ev=7.6937 largest_force_ev_per_a=5.70
C -2.54635 -0.36870 0.76654 -1.2 -0.3 0.1 -0.17
C -2.22850 -1.19828 -0.53614 0.0 1.4 1.6 -0.39
P -0.43117 -1.49233 -0.95266 -0.3 -3.2 -1.8 0.89
C 0.56106 -2.12869 0.49387 0.7 1.8 0.9 -0.41
C 0.80177 -1.12541 1.69155 0.4 -1.1 0.7 -0.16
O 0.31369 -0.16300 -1.74749 -0.6 1.7 1.0 -0.63
S -0.10450 1.31175 -1.08713 -2.2 0.1 -0.4 0.73
O -1.21066 1.95103 -1.89214 2.3 -3.8 2.0 -0.64
O 1.29529 2.28693 -1.38253 1.7 -3.8 0.5 -0.79
P 2.59337 1.59941 -0.48445 -0.9 1.7 3.4 0.69
N 2.38447 2.00968 1.04636 0.2 -0.6 -2.2 -0.30
H -2.18808 0.68505 0.74986 0.0 -0.8 0.0 0.04
H -2.22736 -0.88061 1.70922 0.0 0.4 -0.9 0.06
H -3.66778 -0.30524 0.84135 0.9 0.0 0.0 0.08
H -2.68799 -2.21005 -0.39238 0.7 0.6 -0.4 0.07
H -2.76146 -0.70008 -1.38045 0.7 -0.5 0.3 0.08
H 1.57597 -2.37877 0.08864 -1.0 0.2 0.0 0.02
H 0.13918 -3.11069 0.83600 0.0 1.2 -0.6 -0.02
H -0.09083 -0.54407 2.00111 0.6 -0.3 -0.4 0.05
H 1.67210 -0.45406 1.51616 -0.8 -0.2 0.0 0.03
H 1.08348 -1.75187 2.58272 -0.2 0.6 -0.7 0.04
H 2.61237 0.18053 -0.67488 0.1 0.6 -0.5 0.00
H 3.84826 2.09202 -0.96891 -0.8 -0.3 -0.6 0.02
H 1.53025 2.58141 1.13916 1.0 -0.5 0.2 -0.17
C -0.12478 5.74253 -2.90772 0.4 -0.2 -0.1 -1.55
Br -1.30508 6.74097 -1.73872 0.1 -0.1 -0.1 0.55
Br -0.13599 3.84325 -2.48376 -0.7 5.2 -2.3 0.87
Br -0.52033 6.07034 -4.77736 0.0 0.0 0.2 0.55
H 0.87960 6.11290 -2.73056 -0.2 0.1 -0.1 -0.03
C 1.69887 -3.97893 -3.95249 -0.1 0.0 -0.1 -1.61
Br 2.62258 -3.17832 -2.44822 -0.1 -0.1 -0.3 0.57
Br 1.20752 -5.81600 -3.59188 0.1 0.3 0.0 0.56
Br 0.17801 -2.92502 -4.51633 0.3 -0.2 0.1 0.56
H 2.39764 -3.99312 -4.78067 -0.1 0.0 0.1 -0.03
C -0.77285 4.44038 2.84357 0.0 0.0 0.1 -1.57
Br -1.50119 3.19717 4.13671 0.1 0.1 -0.2 0.57
Br 0.80851 5.33191 3.51195 -0.2 -0.2 -0.1 0.59
Br -0.44558 3.58805 1.13600 -0.7 0.7 0.4 0.68
H -1.52392 5.20422 2.67743 0.1 -0.1 0.0 -0.03
C -0.84192 -5.30862 3.18892 0.1 0.0 0.1 -1.60
Br 0.75946 -6.36894 2.95356 -0.2 0.2 0.0 0.57
Br -0.52431 -3.76544 4.31284 0.0 -0.2 -0.2 0.59
Br -1.62396 -4.80795 1.48984 -0.1 -0.3 0.3 0.61
H -1.56574 -5.93226 3.70076 0.1 0.1 -0.1 -0.03



(4)
42
Properties=species:S:1:pos:R:3:forces:R:3:lowdin_spin:R:1 method="wB97M-V/def2-TZVPD" energy_ha=-6962.8185 s2=0.75 charge=-1 multiplicity=2 e_lumo_ev="2.1472 / 2.1443" homo_lumo_gap_ev="2.9563 / 6.7193" relative_energy_kj_mol=0.0 largest_force_ev_per_a=5.11
C -8.58509 -10.93186 8.80044 -0.4 -0.8 -0.3 0.03
N -10.01133 -10.81859 8.54025 4.1 -1.4 0.4 0.41
O -10.42206 -9.70225 8.27286 -2.5 4.4 -0.9 0.27
O -10.68583 -11.87028 8.65291 -1.8 -2.2 0.4 0.22
H -8.29703 -11.88409 8.35504 0.2 -0.1 0.4 0.01
H -8.45593 -10.92587 9.88275 0.4 -0.2 0.2 0.01
H -7.95857 -10.15076 8.36979 -0.4 0.3 -0.1 0.00
C -6.69542 -13.80785 10.64282 -0.4 -0.1 -1.0 0.00
Cl -6.18738 -13.33838 9.00687 0.7 0.0 -0.1 0.00
Cl -8.40912 -14.31918 10.48968 0.6 0.2 0.7 0.00
H -6.07319 -14.66150 10.91154 -0.3 0.2 0.3 0.00
H -6.55183 -12.91133 11.24592 -0.4 -0.4 0.3 0.00
C -4.87558 -9.71740 4.86919 -0.3 0.8 -0.1 0.00
Cl -4.90242 -10.95703 3.61098 0.1 -0.2 0.1 0.00
Cl -6.16778 -9.90436 6.06874 0.3 -0.2 0.0 0.00
H -3.89882 -9.68559 5.35191 -0.2 -0.3 0.0 0.00
H -5.07551 -8.76675 4.37484 0.2 -0.2 0.1 0.00
C -6.62838 -13.70646 5.59617 -1.0 -0.3 -0.1 0.00
Cl -8.11679 -14.67457 5.95272 0.6 0.3 -0.1 0.00
Cl -5.21312 -14.77905 5.34537 -0.5 0.7 0.2 0.00
H -6.86589 -13.14801 4.69074 0.4 -0.3 0.0 0.00
H -6.52600 -12.99477 6.41539 0.4 -0.4 0.0 0.00
C -5.59489 -8.93507 12.75892 0.8 1.1 -0.1 0.00
Cl -6.25158 -10.17536 11.76983 -0.3 -0.8 -0.7 0.00
Cl -5.66971 -9.35357 14.48372 0.0 0.4 -0.2 0.00
H -4.55951 -8.73977 12.47977 0.1 -0.5 0.3 0.00
H -6.10016 -8.00850 12.48637 -0.4 -0.1 0.7 0.00
C -13.61652 -9.56901 10.42765 -0.4 -0.2 0.2 0.00
Cl -13.50411 -9.59567 12.21963 0.5 -0.2 -0.3 0.00
Cl -14.80766 -8.29458 10.03639 0.2 -0.2 -0.4 0.00
H -12.67145 -9.38100 9.91813 0.1 0.2 0.3 0.00
H -13.98751 -10.54641 10.11915 -0.1 0.3 0.0 0.00
C -10.55488 -12.46693 13.02604 -1.1 -0.8 -0.9 0.00
Cl -9.53093 -11.24298 12.25736 -0.5 -0.6 0.5 0.00
Cl -10.01272 -13.02236 14.60330 0.2 0.2 0.3 0.00
H -11.60927 -12.19285 13.06143 0.3 1.0 0.5 0.00
H -10.69082 -13.37165 12.43349 1.1 0.1 -0.4 0.00
C -11.13382 -15.82998 8.81598 -0.2 0.4 -1.0 0.00
Cl -12.75947 -15.74662 8.09406 0.0 0.1 -0.2 0.00
Cl -11.21718 -16.69577 10.30226 0.1 -0.5 1.3 0.00
H -10.50166 -16.41186 8.14524 0.0 0.4 0.0 0.00
H -10.79717 -14.80593 8.97752 0.1 -0.1 -0.1 0.00



(5)
33
Properties=species:S:1:pos:R:3:forces:R:3:lowdin_charge:R:1 method="wB97M-V/def2-TZVPD" energy_ha=-3596.5404 charge=-1 multiplicity=1 e_lumo_ev=2.5625 homo_lumo_gap_ev=8.1072 largest_force_ev_per_a=1.48
C 4.83106 2.08439 -0.06100 -0.4 -1.0 0.7 -0.15
C 4.55053 0.60835 -0.51003 0.7 0.6 -1.1 -0.41
O 3.20090 0.35844 -0.82617 0.0 -0.2 1.3 -0.34
Ga 2.10962 0.00979 0.65544 -1.1 0.1 -0.7 -0.24
Cl 1.88017 -2.24322 1.04861 0.3 0.4 -0.1 0.03
I 2.91928 1.09074 2.89245 0.1 -0.1 0.0 0.26
C 0.24264 0.80219 0.25840 1.2 0.3 -0.1 -0.28
C 0.23870 2.37208 0.26070 -0.2 -0.9 -0.9 -0.37
C 0.01144 2.94238 -1.17086 0.0 0.3 0.6 -0.61
I 1.83416 3.57252 -2.19417 -0.5 -0.2 0.2 0.71
H 3.85317 2.52272 0.15648 0.2 0.3 -0.2 0.00
H 5.37713 2.65361 -0.81660 -0.2 0.0 0.1 0.06
H 5.35983 2.08438 0.90156 0.1 0.2 -0.3 0.04
H 5.11974 0.47916 -1.45039 -0.1 -0.2 0.2 0.10
H 4.98302 -0.11986 0.19413 -0.2 0.2 0.1 0.09
H -0.00376 0.48760 -0.76547 -0.2 -0.3 0.4 0.04
H -0.46796 0.39413 0.98324 0.0 0.1 -0.3 0.03
H 1.17585 2.78166 0.65019 -0.3 0.1 0.2 0.04
H -0.61639 2.68424 0.87462 0.3 0.3 0.0 0.09
H -0.60575 3.84497 -1.12181 0.3 -0.1 -0.2 0.02
H -0.46296 2.23099 -1.84804 0.1 0.1 0.1 0.03
C -1.50018 -2.65228 0.50527 0.4 0.0 0.1 -0.05
O -2.72199 -1.90286 0.42198 -0.1 -0.1 0.0 0.01
C -3.79609 -2.63258 0.15779 0.4 0.4 0.1 -0.63
O -3.82806 -3.82068 -0.01022 -0.2 -0.4 -0.1 0.12
O -4.85092 -1.81208 0.10961 -0.2 0.1 0.0 0.00
C -6.07993 -2.47247 -0.16886 -0.3 0.0 0.0 -0.06
H -0.70136 -1.95321 0.72286 -0.2 0.1 0.0 0.01
H -1.55280 -3.38396 1.31045 -0.1 0.0 -0.1 0.10
H -1.28509 -3.14297 -0.44285 -0.1 -0.1 0.0 0.10
H -6.31260 -3.19910 0.60913 0.1 -0.1 -0.1 0.09
H -6.04494 -2.95798 -1.14372 0.0 -0.1 0.1 0.09
H -6.85650 -1.71107 -0.18274 0.1 0.1 0.0 0.09



(6)
32
Properties=species:S:1:pos:R:3:forces:R:3:lowdin_charge:R:1 method="wB97M-V/def2-TZVPD" energy_ha=-2034.2163 charge=+2 multiplicity=1 e_lumo_ev=-10.6071 homo_lumo_gap_ev=5.4131 relative_energy_kj_mol=52.0 largest_force_ev_per_a=2.46
I 0.62152 0.38152 2.30496 1.2 -0.5 -0.1 0.91
I 2.03022 0.16480 -1.34986 0.0 0.2 0.6 0.91
Tl -1.31042 0.53217 -0.52835 0.9 0.3 0.2 0.56
P 0.09544 2.78468 -0.03178 -0.5 2.3 -0.4 0.59
C 1.77277 3.28293 0.52313 0.8 -0.8 0.3 -0.25
C -0.09662 3.62331 -1.63574 -0.8 0.5 -0.4 -0.25
H -2.05780 3.37128 0.90885 0.4 0.3 0.1 0.06
H -1.00149 4.83093 0.84295 0.3 -1.3 0.1 0.10
H -0.77063 3.55500 2.11049 0.1 0.0 0.1 0.05
C -1.01637 3.72007 1.06417 -1.0 0.3 -0.2 -0.24
H -1.03551 3.27828 -2.11384 0.4 0.3 0.2 0.06
H -0.17619 4.74932 -1.52107 0.2 -1.3 0.1 0.10
H 1.92649 4.38995 0.51964 -0.7 -0.7 -0.2 0.11
H 2.53168 2.82600 -0.12801 -0.3 0.3 0.1 0.02
H 0.72305 3.38560 -2.30947 0.1 0.0 0.0 0.05
H 1.95559 2.91082 1.54030 -0.1 0.3 -0.3 0.02
C 2.43798 -0.06532 0.93940 -1.0 -1.6 -1.3 -0.88
O 3.28566 -0.82839 1.10424 -0.3 1.1 1.0 0.03
Cl -3.56352 0.51376 -1.24754 0.9 -0.3 0.3 0.12
C 0.06797 -4.45402 -0.57850 -0.4 1.3 -2.1 -0.12
C -1.25138 -4.38803 0.19363 0.7 0.2 0.8 -0.13
C -1.50747 -2.88921 0.31876 -1.5 1.4 -0.1 -0.18
O -0.30225 -2.15588 -0.05422 -1.6 0.7 0.4 -0.33
C 0.70953 -3.08698 -0.26311 1.8 -1.4 0.3 -0.26
H 0.70343 -5.29882 -0.36290 0.1 -0.1 0.3 0.12
H -0.09854 -4.44555 -1.69062 -0.2 -0.3 1.0 0.14
H -1.15547 -4.84062 1.18741 0.1 0.2 -0.2 0.13
H -2.06019 -4.90464 -0.28235 -0.4 -0.1 -0.4 0.12
H -2.25486 -2.49864 -0.41706 0.1 -0.7 0.6 0.11
H -1.82229 -2.53470 1.33596 0.3 -0.5 -0.7 0.13
H 1.28144 -3.25206 0.66729 0.1 0.5 -0.2 0.13
H 1.33820 -2.65755 -1.04678 0.2 -0.6 0.1 0.07



(7)
31
Properties=species:S:1:pos:R:3:forces:R:3:lowdin_charge:R:1 method="wB97M-V/def2-TZVPD" energy_ha=-1735.7779 charge=+3 multiplicity=1 e_lumo_ev="-15.5486 / -15.5427" homo_lumo_gap_ev="4.8742 / 4.8801" largest_force_ev_per_a=5.26
C -0.79988 -3.62405 -1.81895 0.1 -3.8 -0.8 -0.19
I 1.92484 -1.48715 -2.83154 -0.3 -0.5 0.7 0.84
H -1.89234 -3.66441 -1.84466 0.2 0.5 0.6 0.06
H -0.33760 -4.52897 -1.36517 -0.5 0.4 -0.2 0.06
H -0.33724 -3.49102 -2.80749 0.0 0.6 0.3 0.02
Pb 0.15032 -2.06686 -0.66745 -0.9 0.9 1.3 0.97
P -0.00748 0.91846 -2.06217 -0.5 3.4 -4.0 0.81
C 1.42967 1.69823 -2.92101 1.6 -1.0 0.3 -0.26
C -1.13094 0.65510 -3.48018 -0.3 -1.4 0.8 -0.23
H -1.54085 2.15008 -0.63500 0.3 0.5 -0.3 0.07
H -0.97100 3.15361 -2.05226 0.2 -0.7 -0.2 0.12
H 0.12814 2.88800 -0.62488 -0.6 -0.2 -0.3 0.09
C -0.67171 2.44462 -1.25356 0.0 -1.2 2.3 -0.15
H -2.11165 0.42057 -3.08246 -0.2 0.1 -0.2 0.02
H -1.15084 1.55330 -4.08749 0.3 0.4 0.0 0.09
H 1.05217 2.38483 -3.70468 -0.2 -0.1 0.6 0.11
H 2.03620 0.89532 -3.40691 -0.5 1.3 0.3 -0.05
H -0.77216 -0.19369 -4.05043 0.0 0.0 -0.3 0.05
H 2.07498 2.21680 -2.18474 -0.3 -0.1 -0.5 0.08
C 1.66932 0.19558 -0.09956 2.6 1.6 2.7 -0.22
O 2.56455 0.47748 0.55176 -2.4 -0.8 -2.0 0.19
Cl -2.08373 -0.89969 -0.90984 1.3 0.7 0.3 0.19
C 0.28175 -0.55221 5.40819 0.2 -0.7 0.0 -0.06
C -0.10218 0.31603 4.19417 -0.1 0.4 0.5 -0.18
C 0.00287 -0.40905 2.93285 -0.1 -0.7 -1.1 -0.13
N 0.05121 -0.99780 1.93002 0.2 0.2 -0.1 0.12
H -0.36205 -1.43966 5.46160 0.1 0.3 0.0 0.09
H 0.17687 0.00609 6.34379 0.0 0.0 -0.4 0.10
H 1.32073 -0.89475 5.31757 -0.3 0.1 0.1 0.09
H -1.14008 0.66986 4.30805 0.3 -0.1 -0.3 0.15
H 0.54813 1.20524 4.14731 -0.2 -0.3 -0.2 0.14



(8)
35
Properties=species:S:1:pos:R:3:forces:R:3:lowdin_spin:R:1 method="wB97M-V/def2-TZVPD" energy_ha=-2611.9742 s2=0.76 charge=0 multiplicity=2 e_lumo_ev="0.0150 / -3.6945" homo_lumo_gap_ev="6.0011 / 2.2822" relative_energy_kj_mol=477.9 largest_force_ev_per_a=7.55
Cu -0.37554 0.31036 -0.57633 -0.1 0.4 0.9 0.00
O 1.77812 -2.87142 -4.13314 0.8 -0.3 0.0 0.02
C 1.16925 -2.14821 -3.22698 3.6 -3.7 -0.2 0.04
O 1.44458 -2.21863 -2.02615 1.1 -0.4 2.7 0.60
O 0.28498 -1.44404 -3.46996 -5.6 4.9 -1.4 0.34
H 1.41717 -2.50173 -4.94224 0.1 -0.3 -0.9 0.00
O -3.90334 4.16307 -1.10083 -1.7 2.3 -0.1 0.00
C -3.08743 3.17622 -0.96466 3.7 -4.3 -0.9 0.00
O -3.25359 2.30720 -0.12563 -3.4 -1.7 5.0 0.00
O -2.13429 2.92501 -1.68138 3.2 2.2 -4.3 0.00
H -4.43962 3.90142 -0.34880 -1.1 0.7 0.4 0.00
C -2.28386 -2.40082 -0.04852 -0.8 1.0 -0.4 0.00
O -1.25127 -1.53059 0.48749 -1.6 -1.4 -0.7 0.00
C -1.43855 -1.55096 1.90147 2.4 1.2 0.6 0.00
C -0.01142 -1.21926 2.39006 -0.6 -1.5 0.7 0.00
N 0.42315 0.08978 2.00740 2.2 0.3 -0.6 0.00
C 1.93964 0.18934 1.95358 0.0 1.0 -0.3 0.00
C 2.45398 1.34511 1.02079 -1.7 -1.0 0.3 0.00
O 1.72582 1.25913 -0.22887 1.2 0.2 0.1 0.00
C 2.35782 2.03740 -1.25873 -1.3 0.5 -0.7 0.00
H -2.22531 -3.42478 0.32051 0.4 0.1 0.0 0.00
H -2.37395 -2.37414 -1.13447 0.8 0.0 0.0 0.00
H -3.24447 -1.98172 0.25095 -0.2 -0.1 0.3 0.00
H -1.68780 -2.52479 2.32294 -0.2 -0.2 -0.5 0.00
H -2.15634 -0.80822 2.24963 -0.2 0.1 -0.3 0.00
H 0.63283 -1.99771 1.98133 0.1 0.2 -0.5 0.00
H 0.09065 -1.41553 3.45737 -0.3 0.2 0.5 0.00
H 0.11615 0.71579 2.73812 -0.1 0.5 -0.2 0.00
H 2.46830 -0.72695 1.69081 -0.9 -0.4 -0.8 0.00
H 2.40997 0.30893 2.92958 -0.3 0.6 0.5 0.00
H 3.52642 1.22339 0.86864 0.0 -0.1 -0.2 0.00
H 2.26258 2.33254 1.44084 0.0 0.0 0.2 0.00
H 2.08344 3.09213 -1.27778 0.0 0.3 1.0 0.00
H 1.83553 1.76813 -2.17678 0.6 -0.7 -0.2 0.00
H 3.44652 1.99464 -1.29035 -0.1 -0.6 0.0 0.00